No. 1
An isolated molecule of C17H20N2S in a non-equilibrium geometry, computed with wB97M-V/def2-TZVPD.

Last column: natural (NBO) charge in e.
Element x y z (Å)
C1 -2.15271 -1.58194 3.87290  -0.63
C2 -1.17325 -1.71108 2.71087  0.00
C3 -0.53656 -0.53797 2.24953  -0.19
C4 0.62496 -0.56533 1.41714  -0.10
C5 1.24470 0.64353 0.91532  -0.05
S1 2.42554 1.20173 1.91061  0.02
C6 0.81664 1.30067 -0.31352  -0.12
C7 1.28022 2.62513 -0.58480  -0.20
C8 0.88649 3.27013 -1.74640  -0.01
C9 1.54664 4.53359 -2.23470  -0.64
C10 0.06628 2.56891 -2.65290  -0.06
C11 -0.36761 3.21654 -3.97824  -0.66
C12 -0.35932 1.23987 -2.44387  0.26
N1 -1.00949 0.58229 -3.43810  -0.83
C13 -0.05994 0.64127 -1.21263  -0.25
C14 1.20729 -1.82986 1.10814  -0.25
C15 0.52770 -2.96692 1.43763  0.20
N2 1.10329 -4.08392 0.89181  -0.82
C16 -0.60458 -2.94642 2.31798  -0.09
C17 -1.10459 -4.29715 2.67754  -0.64
H1 -3.10918 -2.11178 3.69308  0.21
H2 -1.74747 -2.12150 4.72372  0.22
H3 -2.36757 -0.59126 4.21602  0.22
H4 -1.05661 0.44531 2.54056  0.21
H5 2.32173 2.95132 -0.17249  0.24
H6 0.80842 5.32414 -2.13401  0.22
H7 1.96791 4.38196 -3.32857  0.23
H8 2.33513 4.77343 -1.43237  0.22
H9 -1.46520 3.12722 -4.06202  0.21
H10 -0.22295 4.30416 -4.03447  0.23
H11 0.20781 2.74949 -4.79929  0.23
H12 -1.51858 1.17094 -4.06811  0.39
H13 -1.22902 -0.40243 -3.31419  0.40
H14 -0.48052 -0.34730 -1.14314  0.22
H15 2.08458 -1.97278 0.49975  0.20
H16 0.85917 -4.97101 1.29426  0.38
H17 2.04254 -4.01691 0.42450  0.39
H18 -0.86235 -4.68089 3.70481  0.22
H19 -2.13003 -4.16758 2.48734  0.22
H20 -0.79953 -5.14759 2.00032  0.20

Values from the calculation:
- structure (SMILES) = Cc1cc(C(=S)c2cc(C)c(C)c(N)c2)cc(N)c1C
- E_LUMO (eV) = -0.4
- HOMO level (eV) = -7.486
- gap between HOMO and LUMO (Ha) = 0.2617
- spin multiplicity = 1

***

No. 2
A cluster of 2 separate species, C2H4N5 in total in a non-equilibrium geometry, computed with wB97M-V/def2-TZVPD.

Last column: natural (NBO) charge in e.
Element x y z (Å)
C1 -0.97358 -1.14400 -0.32788  0.41
C2 -1.09343 1.24338 -0.08007  -0.41
N1 1.58818 -0.08082 -0.18773  -0.56
N2 -0.97007 -2.26673 -0.67029  -0.60
N3 2.21572 -0.92406 0.38685  0.26
N4 2.88650 -1.67115 0.93305  -0.24
N5 -0.84059 -0.10440 0.41685  -0.77
H1 -0.28740 1.67856 -0.67620  0.15
H2 -1.90355 1.27227 -0.74740  0.17
H3 -1.26104 1.89038 0.80231  0.17
H4 0.63926 0.10659 0.15052  0.40

Values from the calculation:
- net charge = -1
- E_LUMO (eV) = 4.3
- HOMO level (eV) = -3.517
- gap between HOMO and LUMO (Ha) = 0.2874
- spin multiplicity = 1

***

No. 3
A cluster of 2 separate species, C4H6ClN2P in total in a non-equilibrium geometry, computed with wB97M-V/def2-TZVPD.

Last column: natural (NBO) charge in e.
Element x y z (Å)
C1 -1.11500 -0.52553 0.17091  -0.02
C2 -2.09203 0.45548 0.18924  -0.11
C3 -1.39886 -2.05637 0.10985  -0.63
C4 1.20564 2.19679 -0.40438  -0.40
N1 0.03979 0.08966 0.06340  -0.21
N2 -0.02723 1.36367 -0.04374  -0.40
P1 -1.57389 2.09614 0.23831  0.76
Cl1 -4.83112 -0.01437 -0.16941  -0.36
H1 -0.49478 -2.57640 -0.09577  0.24
H2 -1.96531 -2.29613 -0.79529  0.24
H3 -2.04167 -2.25623 0.96919  0.24
H4 1.59122 2.70327 0.47070  0.21
H5 2.05883 1.58597 -0.70628  0.24
H6 0.92549 2.96928 -1.02422  0.21

Values from the calculation:
- E_LUMO (spin up / spin down) (eV) = -2.5 / -2.5
- HOMO level (spin up / spin down) (eV) = -9.740 / -9.740
- gap between HOMO and LUMO (spin up / spin down) (Ha) = 0.2663 / 0.2663
- spin multiplicity = 1

***

No. 4
An isolated molecule of C6H7Cl2N3O4 in a non-equilibrium geometry, computed with wB97M-V/def2-TZVPD.

Last column: natural (NBO) charge in e.
Element x y z (Å)
N1 1.61101 0.58653 -0.99123  -0.82
C1 1.36930 -0.62272 -0.39657  -0.12
C2 -0.01848 -1.13904 -0.89053  0.09
Cl1 -0.07061 -1.09237 -2.65298  0.04
N2 -0.27565 -2.59266 -0.47676  0.53
O1 -1.40551 -2.96387 -0.55297  -0.35
O2 0.69571 -3.21380 -0.17070  -0.35
C3 -1.21004 -0.17586 -0.42238  -0.48
C4 -1.16728 -0.09715 1.01618  -0.16
C5 -0.01737 -0.13888 1.68017  -0.21
C6 1.40403 -0.52775 1.20255  0.05
Cl2 2.63561 0.67369 1.78875  0.00
N3 1.79732 -1.84175 1.80997  0.51
O3 0.87152 -2.45107 2.24851  -0.35
O4 2.94575 -2.19216 1.84173  -0.35
H1 0.92196 1.23739 -0.58661  0.36
H2 2.66615 0.91728 -0.93345  0.41
H3 2.16563 -1.24675 -0.64305  0.24
H4 -2.12391 -0.51851 -0.83381  0.26
H5 -1.02762 0.82614 -1.06040  0.24
H6 -2.09096 0.24844 1.43402  0.23
H7 -0.09773 -0.10083 2.68876  0.22

Values from the calculation:
- structure (SMILES) = N[C@@H]1[C@@](Cl)([N+](=O)[O-])CC=C[C@@]1(Cl)[N+](=O)[O-]
- E_LUMO (eV) = -0.2
- HOMO level (eV) = -10.264
- gap between HOMO and LUMO (Ha) = 0.3699
- spin multiplicity = 1

***

No. 5
A structure of composition C44H48Cl6N5O3PS2Se2Ta in a non-equilibrium geometry, computed with wB97M-V/def2-TZVPD.

Last column: Mulliken charge in e.
Element x y z (Å)
Ta1 0.17749 -0.09067 -0.23446  1.15
S1 4.40004 -2.57694 -3.49183  0.03
C1 5.79087 -3.04203 -4.35930  -0.39
C2 6.51268 -1.96634 -4.77061  -0.68
C3 5.92094 -0.73824 -4.37305  -0.52
C4 4.76066 -0.89312 -3.66855  0.45
C5 3.92677 0.15714 -3.05867  -0.25
C6 2.72965 -0.16978 -2.38178  -0.25
N1 1.96849 0.69710 -1.73429  1.13
C7 2.33621 1.99767 -1.75556  -0.65
C8 3.47872 2.43082 -2.42945  0.74
C9 3.79825 3.83007 -2.43739  -1.02
C10 3.00292 4.72389 -1.82768  -1.20
C11 1.81604 4.30061 -1.14328  0.65
C12 0.94446 5.19266 -0.52278  -0.92
C13 -0.19336 4.74093 0.09447  0.72
C14 -0.39463 3.34198 0.12347  -0.34
N2 0.42602 2.47542 -0.43838  0.72
C15 1.50626 2.93940 -1.09166  -0.65
C16 -1.15835 5.67854 0.68973  0.54
C17 -1.15582 7.04124 0.62921  -0.65
C18 -2.25794 7.64320 1.29769  -0.67
C19 -3.08626 6.72452 1.85680  -0.56
S2 -2.53827 5.13357 1.56860  0.16
C20 4.28271 1.47866 -3.06477  -0.85
H1 5.99826 -4.09270 -4.51811  0.43
H2 7.43256 -2.04401 -5.33739  0.40
H3 6.34437 0.23105 -4.61553  0.38
H4 2.36963 -1.18661 -2.40567  -0.03
H5 4.69095 4.15397 -2.96099  0.51
H6 3.24063 5.78253 -1.85120  0.49
H7 1.16832 6.25517 -0.55416  0.41
H8 -1.26554 2.92252 0.61260  -0.27
H9 -0.38762 7.61436 0.12066  0.38
H10 -2.42387 8.71186 1.35349  0.42
H11 -3.99858 6.89060 2.41604  0.43
H12 5.18792 1.80724 -3.56524  0.39
Cl1 4.06283 -1.01050 0.42804  -0.14
C21 2.82067 -2.21040 0.60488  1.27
C22 1.44914 -1.90798 0.47812  -1.63
C23 0.61044 -2.94356 0.88551  1.23
Cl2 -1.06758 -2.56548 0.82175  -0.17
C24 1.00890 -4.18754 1.32967  -0.32
Cl3 -0.15816 -5.35359 1.81187  -0.15
C25 2.36362 -4.46845 1.36382  0.53
Cl4 2.90874 -6.00817 1.88235  -0.18
C26 3.27114 -3.47364 1.00595  -0.31
Cl5 4.95444 -3.79725 1.09827  -0.18
O1 -2.71585 0.29234 -6.01722  -0.57
C27 -2.38601 -0.94791 -5.37943  -1.48
C28 -1.54244 -0.63449 -4.14201  2.26
C29 -0.34691 0.22456 -4.62041  -0.37
O2 -0.61523 1.61808 -4.76090  -0.50
C30 -2.45605 0.06231 -3.13145  -1.63
Se1 -1.58268 1.03093 -1.68168  -0.07
C31 -1.09815 -1.96443 -3.56073  -1.81
Se2 0.18962 -2.01222 -2.07037  -0.02
H13 -3.26697 0.12780 -6.78801  0.36
H14 -1.80533 -1.58582 -6.05115  0.50
H15 -3.29335 -1.49094 -5.08580  0.41
H16 -0.00414 -0.18078 -5.57916  0.52
H17 0.46580 0.12418 -3.91232  -0.52
H18 -1.31666 1.71140 -5.41649  0.40
H19 -3.12772 -0.67033 -2.68163  0.53
H20 -3.05327 0.82096 -3.62196  0.71
H21 -0.59697 -2.56937 -4.31404  0.65
H22 -1.96482 -2.51725 -3.20184  0.47
Cl6 0.60646 1.66892 2.41396  -0.17
C32 1.65509 0.69922 1.31039  -1.63
H23 2.13872 -0.01741 1.95724  0.84
H24 2.40361 1.38624 0.93299  0.78
O3 -1.60955 0.21568 1.35423  1.24
P1 -2.58993 -0.33708 2.36778  -2.79
N3 -1.88898 -1.34808 3.45277  1.00
C33 -0.48016 -1.25447 3.88054  0.48
C34 -0.34458 -2.43825 4.82607  -0.66
C35 -1.68663 -2.43454 5.56506  -0.89
C36 -2.70084 -2.05468 4.48032  -0.52
N4 -3.36580 0.76746 3.30081  0.61
C37 -2.66574 1.37968 4.46019  -0.12
C38 -3.44341 2.68013 4.73240  -0.65
C39 -4.74579 2.52905 3.92964  -0.84
C40 -4.29377 1.74664 2.70272  0.29
N5 -3.78911 -1.11225 1.55893  0.74
C41 -4.99901 -1.68182 2.19637  -0.44
C42 -6.10187 -1.42461 1.17678  -0.75
C43 -5.36025 -1.55637 -0.15806  -0.74
C44 -4.01799 -0.87364 0.10533  0.40
H25 -0.26635 -0.31996 4.40534  0.32
H26 0.19062 -1.31753 3.02479  -0.76
H27 0.50924 -2.33297 5.49348  0.48
H28 -0.23452 -3.36355 4.25322  0.12
H29 -1.67543 -1.68569 6.35938  0.29
H30 -1.92314 -3.39792 6.01446  0.44
H31 -3.50267 -1.42222 4.87115  0.31
H32 -3.15662 -2.94740 4.04430  0.29
H33 -1.61278 1.58246 4.24896  -0.05
H34 -2.71407 0.69828 5.31088  0.19
H35 -2.87498 3.52684 4.36551  0.26
H36 -3.62095 2.82934 5.79630  0.40
H37 -5.21074 3.48381 3.67586  0.39
H38 -5.46402 1.92857 4.49249  0.33
H39 -3.78339 2.40415 1.98852  -0.14
H40 -5.10879 1.23923 2.18453  -0.03
H41 -5.19297 -1.21814 3.16494  0.25
H42 -4.87583 -2.75724 2.34789  0.30
H43 -6.49907 -0.41226 1.28766  0.23
H44 -6.92482 -2.13037 1.28036  0.43
H45 -5.89356 -1.09264 -0.98668  0.41
H46 -5.20553 -2.61226 -0.39188  0.36
H47 -4.06432 0.19455 -0.11930  0.09
H48 -3.21759 -1.29706 -0.49932  -0.50

Values from the calculation:
- net charge = +1
- E_LUMO (eV) = -3.4
- HOMO level (eV) = -10.176
- gap between HOMO and LUMO (Ha) = 0.2504
- spin multiplicity = 1

***

No. 6
A structure of composition H13LiO7 in a non-equilibrium geometry, computed with wB97M-V/def2-TZVPD.

Last column: natural (NBO) charge in e.
Element x y z (Å)
Li1 -37.19573 3.45498 -14.95047  0.90
O1 -36.72109 5.35697 -14.72154  -1.27
H1 -37.45087 5.44983 -15.36924  0.42
O2 -34.34167 4.29963 -13.98179  -0.99
H2 -34.48208 4.19204 -12.96642  0.47
H3 -35.17066 4.70623 -14.28453  0.51
O3 -38.89655 3.24274 -16.07525  -0.94
H4 -38.93409 4.09430 -16.48775  0.48
H5 -38.79709 2.67268 -16.78101  0.48
O4 -35.64730 2.39264 -15.78947  -1.00
H6 -34.94381 1.59463 -15.74431  0.49
H7 -34.98703 3.02812 -15.44965  0.51
O5 -37.91413 2.53906 -13.09841  -0.96
H8 -37.33957 1.94342 -12.46072  0.48
H9 -38.79142 2.24334 -12.61638  0.49
O6 -35.69662 5.82219 -17.23697  -0.98
H10 -35.92780 6.67782 -17.51016  0.46
H11 -35.95783 5.80489 -16.30544  0.49
O7 -37.76157 6.09128 -12.39805  -1.01
H12 -37.61814 5.60120 -13.35133  0.51
H13 -37.56891 5.51887 -11.71017  0.44

Values from the calculation:
- E_LUMO (eV) = -0.4
- HOMO level (eV) = -9.422
- gap between HOMO and LUMO (Ha) = 0.3317
- spin multiplicity = 1

***

So what do the calculations give for energy relative to the best compared isomer or geometry (same formula, charge and spin)? Going down the list: 54.3; 36.7; 87.7; 123.3; 0.0; 12.1 kcal/mol.